1.
Below is a molecular structure, C37H22Br4N6O3STa, with properties calculated with ωB97M-V/def2-TZVPD.

Gap between HOMO and LUMO in eV: 7.03
Molar mass in g/mol: 1131.3
Total charge: +1
Largest force on an atom in eV/A: 0.848

Positions of all 74 atoms, in Å:
1 Ta -0.527 -0.343 0.231
2 C -2.200 0.535 4.237
3 C -1.117 0.908 5.026
4 C 0.157 0.747 4.531
5 C 0.356 0.237 3.250
6 N -0.703 -0.114 2.488
7 C -1.951 0.024 2.989
8 N 1.678 0.100 2.859
9 C 2.101 -0.421 1.778
10 N 1.372 -0.914 0.668
11 C 2.292 -1.455 -0.268
12 N 2.061 -2.038 -1.367
13 C 0.812 -2.331 -1.903
14 C 0.830 -3.053 -3.091
15 C -0.348 -3.412 -3.707
16 C -1.551 -3.059 -3.114
17 C -1.517 -2.354 -1.935
18 N -0.365 -1.983 -1.338
19 C 3.648 -1.252 0.274
20 C 4.878 -1.604 -0.247
21 C 5.998 -1.298 0.515
22 C 5.879 -0.674 1.760
23 C 4.636 -0.335 2.277
24 C 3.531 -0.633 1.501
25 H -3.218 0.624 4.584
26 H -1.271 1.308 6.019
27 H 1.036 0.994 5.108
28 H -2.761 -0.297 2.350
29 H 1.797 -3.310 -3.498
30 H -0.332 -3.965 -4.637
31 H -2.504 -3.320 -3.551
32 H -2.430 -2.066 -1.437
33 H 4.955 -2.096 -1.208
34 H 6.982 -1.552 0.144
35 H 6.771 -0.456 2.331
36 H 4.530 0.139 3.243
37 Br -0.954 2.804 -6.043
38 C -1.351 2.080 -4.358
39 C -2.654 2.161 -3.845
40 Br -4.024 3.003 -4.814
41 C -2.940 1.608 -2.595
42 Br -4.631 1.667 -1.784
43 C -1.920 1.003 -1.895
44 O -2.040 0.422 -0.657
45 C -0.612 0.962 -2.365
46 O 0.293 0.455 -1.520
47 C -0.330 1.475 -3.622
48 Br 1.441 1.316 -4.226
49 O -0.055 1.698 0.853
50 S -0.769 2.948 0.252
51 C 0.371 3.669 -0.895
52 C 1.738 3.512 -0.733
53 C 2.577 4.125 -1.649
54 C 2.046 4.867 -2.698
55 C 0.672 4.995 -2.851
56 C -0.183 4.384 -1.946
57 C -0.686 4.112 1.588
58 C -1.644 5.113 1.606
59 C -1.590 6.063 2.615
60 C -0.603 5.987 3.587
61 C 0.338 4.963 3.561
62 C 0.305 4.011 2.554
63 H 2.133 2.914 0.078
64 H 3.649 4.015 -1.550
65 H 2.709 5.335 -3.412
66 H 0.264 5.552 -3.684
67 H -1.259 4.448 -2.070
68 H -2.422 5.153 0.851
69 H -2.326 6.855 2.646
70 H -0.569 6.727 4.375
71 H 1.102 4.908 4.325
72 H 1.029 3.207 2.519
73 N -2.486 -2.833 1.254
74 C -1.795 -1.975 0.909

Atom charges from the Mulliken analysis, given in e for atoms 1 to 2: 2.2776, -0.9378



2.
Below is a molecular structure, C37H23Br2N5O6PbS, with properties calculated with ωB97M-V/def2-TZVPD.

Gap between HOMO and LUMO (spin up / spin down) in eV: 5.75 / 5.62
Molar mass in g/mol: 1032.7
Largest force on an atom in eV/A: 0.513

Positions of all 75 atoms, in Å:
1 Pb -0.283 -0.335 1.739
2 Br 3.931 -1.046 -5.476
3 C 2.101 -1.507 -5.481
4 C 1.705 -2.700 -6.067
5 C 0.363 -3.032 -6.084
6 C -0.576 -2.192 -5.489
7 C -0.161 -0.983 -4.918
8 C 1.177 -0.638 -4.913
9 N -1.922 -2.608 -5.579
10 N -2.809 -2.125 -4.817
11 C -2.751 -1.768 -3.542
12 C -3.734 -0.808 -3.116
13 C -3.610 -0.153 -1.949
14 C -2.478 -0.401 -1.056
15 O -2.231 0.351 -0.127
16 C -1.644 -1.613 -1.349
17 N -0.782 -2.012 -0.408
18 C -0.065 -3.105 -0.601
19 C -0.182 -3.873 -1.759
20 C -1.047 -3.461 -2.744
21 C -1.793 -2.290 -2.560
22 H 2.441 -3.357 -6.510
23 H 0.025 -3.953 -6.540
24 H -0.884 -0.302 -4.492
25 H 1.502 0.294 -4.470
26 H -4.522 -0.565 -3.817
27 H -4.298 0.628 -1.657
28 H 0.618 -3.374 0.199
29 H 0.399 -4.777 -1.871
30 H -1.169 -4.048 -3.642
31 O 3.653 -2.461 1.213
32 C 2.679 -1.723 1.172
33 O 1.622 -1.795 1.879
34 C 2.735 -0.603 0.114
35 C 3.915 -0.468 -0.657
36 C 3.972 0.497 -1.611
37 C 2.848 1.331 -1.831
38 C 2.824 2.337 -2.826
39 C 1.702 3.091 -3.022
40 C 0.558 2.876 -2.220
41 C 0.562 1.924 -1.239
42 C 1.710 1.126 -1.024
43 N 1.686 0.163 -0.053
44 H 4.728 -1.148 -0.450
45 H 4.860 0.636 -2.217
46 H 3.711 2.495 -3.427
47 H 1.686 3.858 -3.785
48 H -0.328 3.477 -2.379
49 H -0.311 1.770 -0.618
50 O -1.923 1.214 5.324
51 C -1.963 1.425 4.113
52 O -2.170 0.610 3.170
53 C -1.799 2.880 3.690
54 C -2.755 3.788 4.127
55 C -2.695 5.124 3.769
56 C -1.666 5.600 2.948
57 C -0.700 4.732 2.512
58 C -0.733 3.359 2.880
59 S 0.588 2.409 2.379
60 H -3.549 3.426 4.765
61 H -3.446 5.811 4.139
62 H -1.623 6.645 2.669
63 H 0.113 5.077 1.887
64 O 0.094 -1.696 8.372
65 C 0.162 -1.357 7.065
66 C 0.856 -0.248 6.602
67 C 0.848 0.008 5.249
68 N 0.218 -0.761 4.359
69 C -0.426 -1.809 4.832
70 Br -1.324 -2.895 3.553
71 C -0.495 -2.174 6.157
72 H 0.568 -1.045 8.901
73 H 1.372 0.417 7.282
74 H 1.365 0.871 4.850
75 H -1.045 -3.043 6.485

Atom charges from the Mulliken analysis, given in e for atoms 1 to 2: 1.8025, -0.1756



Computed ΔE to the lowest compared entry with this formula, charge and spin (kJ/mol) in order:
0.0 157.5